Density functional theory data (ωB97M-V with the def2-TZVPD basis set) for a cluster of 4 separate species, C6H20O4 in total in a non-equilibrium geometry.

electronic energy = -541.53620 Eh
charge = 0
2S+1 = 1
energy above the lowest of the compared OMol25 structures with the same formula, charge and spin = 11.61 kcal per mole
orbital gap = 10.580 eV
molecular weight = 156.22 g mol⁻¹
SMILES string = CC(C)O.CC(C)O.O.O

```
30
C6H20O4 | the OMol25 dataset | ωB97M-V with the def2-TZVPD basis set
C -0.0900 -1.5083 -3.5437
C -1.1138 -0.5350 -2.9299
C -1.9729 0.1805 -3.9672
O -2.0229 -1.3149 -2.1141
H 0.4877 -1.9907 -2.7552
H 0.5258 -0.9126 -4.2176
H -0.4911 -2.3109 -4.1625
H -0.6398 0.1793 -2.2566
H -2.7589 0.7651 -3.4890
H -2.3259 -0.4126 -4.8108
H -1.2723 0.8901 -4.4073
H -2.6626 -1.7544 -2.6790
C 2.4528 0.5038 2.9560
C 1.2878 0.9593 3.8870
C -0.0425 0.8158 3.0802
O 1.3346 0.1137 5.0145
H 2.4800 1.0644 2.0216
H 2.4273 -0.5097 2.5556
H 3.4511 0.6056 3.3817
H 1.4919 2.0060 4.1127
H -0.7941 1.4989 3.4760
H -0.4439 -0.1750 3.2930
H 0.1546 1.0114 2.0262
H 2.2769 0.0654 5.1919
O -0.7559 -1.0043 0.3346
H -1.3430 -1.0662 1.0881
H -1.2562 -1.3780 -0.3908
O 0.9178 1.4971 -0.2373
H 0.5258 0.6272 -0.3141
H 0.1716 2.0892 -0.1438
```